(1)
{"formula": "C21H38BaN7S2", "method": "ωB97M-V/def2-TZVPD", "relative_energy_ev": 0.6952, "homo_ev": -9.86, "total_charge": 1, "orbital_gap_ev": 7.793, "max_force_ev_per_a": 1.1, "lumo_energy_ev": -2.066, "species": ["Ba", "N", "C", "C", "N", "C", "C", "N", "C", "C", "N", "H", "H", "H", "H", "H", "H", "H", "H", "H", "H", "H", "H", "H", "H", "H", "H", "H", "H", "C", "C", "N", "C", "C", "S", "C", "C", "N", "H", "H", "H", "H", "H", "H", "H", "H", "H", "H", "H", "H", "H", "H", "S", "C", "C", "C", "C", "C", "C", "C", "C", "C", "N", "H", "H", "H", "H", "H", "H"], "coordinates": [[0.095, 0.095, 0.013], [0.447, 2.434, -1.376], [-0.021, 2.326, -2.752], [-1.214, 1.379, -2.846], [-0.816, -0.025, -2.740], [-1.996, -0.860, -2.536], [-1.662, -2.261, -2.031], [-1.159, -2.214, -0.661], [-0.088, -0.451, -3.940], [1.157, -1.298, -3.670], [2.161, -0.560, -2.912], [-0.191, 3.021, -0.846], [1.335, 2.926, -1.370], [0.800, 1.927, -3.350], [-0.311, 3.297, -3.172], [-1.750, 1.562, -3.789], [-1.899, 1.604, -2.024], [-2.563, -0.959, -3.475], [-2.636, -0.370, -1.801], [-0.903, -2.707, -2.670], [-2.563, -2.881, -2.124], [-0.589, -3.034, -0.487], [-1.947, -2.266, -0.024], [0.235, 0.423, -4.509], [-0.751, -1.025, -4.599], [1.528, -1.642, -4.649], [0.905, -2.175, -3.078], [2.566, 0.162, -3.500], [2.912, -1.202, -2.687], [1.396, -0.431, 3.354], [2.752, -0.119, 2.707], [2.584, 0.237, 1.300], [3.684, -0.152, 0.433], [3.821, -1.666, 0.270], [2.249, -2.567, 0.094], [1.951, -3.192, 1.789], [0.712, -2.659, 2.507], [0.525, -1.215, 2.481], [1.560, -0.926, 4.322], [0.886, 0.518, 3.527], [3.220, 0.694, 3.276], [3.403, -0.988, 2.784], [2.492, 1.245, 1.247], [3.476, 0.283, -0.546], [4.656, 0.226, 0.788], [4.382, -1.878, -0.641], [4.361, -2.122, 1.097], [1.838, -4.272, 1.684], [2.856, -3.004, 2.359], [-0.165, -3.104, 2.029], [0.770, -3.041, 3.539], [-0.420, -1.044, 2.806], [-1.685, 3.655, 3.294], [0.002, 3.879, 3.194], [0.600, 3.003, 2.336], [-0.273, 2.070, 1.707], [-1.554, 2.323, 2.130], [-2.763, 1.705, 1.670], [-4.001, 2.350, 1.842], [-5.156, 1.758, 1.390], [-5.068, 0.507, 0.788], [-3.813, -0.053, 0.646], [-2.682, 0.515, 1.048], [0.451, 4.658, 3.779], [1.664, 3.051, 2.142], [-4.025, 3.319, 2.316], [-6.108, 2.256, 1.501], [-5.944, -0.011, 0.431], [-3.715, -1.031, 0.188]]}

(2)
{"formula": "C5H11NO", "method": "ωB97M-V/def2-TZVPD", "relative_energy_ev": 3.2768, "homo_ev": -9.21, "orbital_gap_ev": 10.271, "max_force_ev_per_a": 0.4, "lumo_energy_ev": 1.058, "smiles": "CC(C)N1O[C@@H]1C", "species": ["C", "C", "C", "N", "O", "C", "C", "H", "H", "H", "H", "H", "H", "H", "H", "H", "H", "H"], "coordinates": [[-0.829, -1.172, -0.757], [-0.915, 0.339, -0.532], [-1.699, 0.667, 0.742], [0.311, 1.166, -0.643], [1.287, 0.531, -1.561], [1.604, 0.763, -0.221], [1.876, -0.358, 0.740], [-0.577, -1.728, 0.153], [-1.815, -1.517, -1.087], [-0.103, -1.412, -1.537], [-1.485, 0.751, -1.371], [-1.739, 1.742, 0.935], [-2.730, 0.309, 0.621], [-1.288, 0.163, 1.626], [2.271, 1.620, -0.097], [1.349, -0.132, 1.674], [1.534, -1.319, 0.356], [2.946, -0.415, 0.957]]}

(3)
{"formula": "C23H25BrF7NO3PS", "method": "ωB97M-V/def2-TZVPD", "homo_ev": -11.84, "total_charge": 1, "orbital_gap_ev": 6.810, "max_force_ev_per_a": 4.1, "lumo_energy_ev": -5.031, "smiles": "C=CCc1ccc2c([C@H](Br)CC)c[n+](P(C)CC)c(S(=O)(=O)C(F)(F)C(F)(F)C(F)(F)F)c2c1CC=O", "species": ["C", "C", "C", "C", "C", "C", "C", "C", "C", "Br", "C", "C", "C", "N", "P", "C", "C", "C", "C", "S", "O", "O", "C", "F", "F", "C", "F", "F", "C", "F", "F", "F", "C", "C", "C", "C", "O", "H", "H", "H", "H", "H", "H", "H", "H", "H", "H", "H", "H", "H", "H", "H", "H", "H", "H", "H", "H", "H", "H", "H", "H", "H"], "coordinates": [[-2.183, -5.445, 3.486], [-1.236, -4.636, 3.028], [-1.407, -3.147, 3.161], [-1.082, -2.391, 1.870], [-1.525, -3.052, 0.710], [-1.321, -2.507, -0.521], [-0.579, -1.312, -0.623], [-0.361, -0.778, -1.918], [-0.866, -1.382, -3.204], [-2.809, -1.400, -3.293], [-0.185, -2.717, -3.536], [-0.826, -3.479, -4.705], [0.329, 0.392, -2.015], [0.884, 1.010, -0.952], [1.754, 2.554, -1.492], [0.302, 3.584, -1.929], [2.643, 2.135, -3.060], [1.939, 2.626, -4.339], [0.767, 0.531, 0.300], [1.748, 1.370, 1.596], [2.857, 2.123, 1.072], [2.278, 0.414, 2.525], [0.725, 2.714, 2.464], [0.856, 2.446, 3.759], [-0.551, 2.582, 2.081], [1.261, 4.149, 2.244], [1.352, 4.454, 0.947], [2.420, 4.322, 2.862], [0.272, 5.210, 2.853], [-0.886, 5.221, 2.214], [0.850, 6.395, 2.647], [0.119, 5.058, 4.152], [-0.053, -0.626, 0.529], [-0.409, -1.179, 1.836], [-0.135, -0.512, 3.159], [-1.305, -0.577, 4.150], [-2.405, -0.298, 3.785], [-2.021, -6.496, 3.669], [-3.155, -5.040, 3.727], [-0.332, -5.038, 2.589], [-2.395, -2.890, 3.527], [-0.629, -2.863, 3.873], [-2.077, -3.978, 0.769], [-1.698, -3.019, -1.384], [-0.547, -0.695, -3.982], [-0.069, -3.371, -2.678], [0.828, -2.452, -3.846], [-0.048, -4.082, -5.166], [-1.211, -2.803, -5.462], [-1.586, -4.154, -4.324], [0.455, 0.817, -2.997], [-0.215, 3.773, -0.990], [-0.415, 3.106, -2.597], [0.654, 4.541, -2.300], [2.827, 1.064, -3.144], [3.617, 2.609, -2.971], [0.881, 2.365, -4.356], [2.390, 2.154, -5.206], [1.987, 3.708, -4.411], [-0.181, 0.558, 2.988], [0.791, -0.790, 3.643], [-1.083, -0.874, 5.185]]}

(4)
{"formula": "C4H13NO2", "method": "ωB97M-V/def2-TZVPD", "relative_energy_ev": 1.4299, "homo_ev": -8.50, "orbital_gap_ev": 9.233, "max_force_ev_per_a": 2.5, "lumo_energy_ev": 0.736, "smiles": "CNC[C@@H](C)O.O", "species": ["C", "N", "C", "C", "C", "O", "H", "H", "H", "H", "H", "H", "H", "H", "H", "H", "H", "O", "H", "H"], "coordinates": [[0.152, 0.691, 2.261], [0.903, 1.255, 1.154], [1.191, 0.456, -0.050], [0.229, 0.722, -1.202], [0.639, -0.175, -2.394], [-1.128, 0.461, -0.815], [-0.929, 0.653, 2.165], [0.550, -0.203, 2.736], [0.340, 1.436, 3.042], [0.583, 2.166, 0.868], [1.427, -0.539, 0.323], [2.193, 0.783, -0.397], [0.149, 1.781, -1.440], [0.640, 0.343, -3.354], [0.189, -1.166, -2.436], [1.699, -0.392, -2.257], [-1.358, -0.460, -0.929], [-1.558, -2.780, 0.840], [-0.737, -2.298, 0.664], [-2.184, -2.062, 0.815]]}

> What is the formula in the first record?

C21H38BaN7S2